Here is a structure of composition C29H45N6O3P2W in a non-equilibrium geometry from OMol25. Energies are from ωB97M-V/def2-TZVPD.

```
86
Properties=species:S:1:pos:R:3:forces:R:3
W 0.4895 1.1494 0.0283 3.71 -2.60 1.63
O 0.7306 3.8049 -1.2775 0.82 0.41 0.28
C 1.4633 3.1195 -0.5490 0.35 1.13 -1.14
N 1.2886 2.8652 0.7786 -0.96 -0.81 -0.10
C 0.2826 3.5904 1.5404 -0.17 0.22 0.38
C -0.2838 2.5926 2.5152 0.17 0.22 0.22
C -0.9393 2.9748 3.6763 0.03 -0.14 -0.17
C -1.3454 2.0094 4.5822 0.18 -0.14 -0.31
C -1.0305 0.6836 4.3038 0.09 0.03 -0.08
C -0.3744 0.3720 3.1295 0.00 -0.27 -0.15
N -0.0252 1.2964 2.2155 -0.37 0.38 0.18
C 2.7321 2.3957 -0.9548 0.26 -0.14 -0.05
C 3.8394 2.9475 -1.5703 -0.30 -0.11 -0.07
C 4.9606 2.1458 -1.7573 -0.39 -0.04 0.10
C 4.9022 0.8175 -1.3539 -0.24 0.11 0.11
C 3.7425 0.3252 -0.7764 -0.22 -0.38 0.04
N 2.6623 1.0950 -0.5434 -0.10 1.10 -0.61
H -0.4915 4.0295 0.8761 0.35 -0.18 0.31
H 0.7457 4.4189 2.0973 -0.09 -0.19 -0.21
H -1.1121 4.0202 3.8692 -0.01 0.19 0.01
H -1.8662 2.2812 5.4890 0.00 0.01 0.05
H -1.2832 -0.0985 4.9979 -0.01 -0.17 0.10
H -0.1108 -0.6515 2.8896 -0.06 0.06 0.00
H 3.8236 3.9836 -1.8705 -0.02 0.10 -0.04
H 5.8504 2.5525 -2.2129 0.11 0.01 0.00
H 5.7562 0.1722 -1.4814 0.02 -0.15 0.00
H 3.6616 -0.7197 -0.5064 -0.05 0.00 0.11
C 0.3742 2.2118 -3.7755 0.00 0.23 0.41
P 0.2991 0.8955 -2.5118 -0.30 -0.68 -1.32
C 1.4572 -0.3271 -3.2328 -0.07 0.15 0.33
C -1.3462 0.1476 -2.8406 0.19 0.06 0.30
H 0.1780 1.7666 -4.7540 0.00 -0.09 0.13
H 1.3593 2.6774 -3.7858 -0.02 0.00 0.03
H -0.3591 2.9922 -3.5770 0.04 -0.02 0.00
H 1.1403 -0.5614 -4.2483 -0.10 0.04 -0.02
H 1.4689 -1.2362 -2.6367 0.02 -0.02 0.06
H 2.4638 0.0863 -3.2887 0.02 0.05 0.07
H -1.3826 -0.2532 -3.8539 0.05 -0.01 0.03
H -2.1232 0.9099 -2.7591 0.00 -0.03 0.02
H -1.5468 -0.6489 -2.1183 -0.03 0.02 -0.12
C -2.4581 3.4639 -1.1523 0.47 -0.20 0.05
C -2.4132 2.2140 -0.3333 -0.29 0.23 -0.26
O -1.2367 1.6953 -0.0932 -3.68 0.97 -0.79
C -3.5899 1.6077 0.2046 0.51 -0.16 0.27
C -3.4611 0.5825 1.1674 0.33 -0.04 0.02
C -4.5703 0.0156 1.7481 0.20 -0.04 0.00
C -5.8411 0.4594 1.3875 0.24 0.14 -0.04
C -5.9886 1.4700 0.4426 -0.06 0.09 -0.15
C -4.8842 2.0446 -0.1487 0.10 0.08 0.01
H -1.4489 3.8003 -1.4070 -0.15 -0.06 0.07
H -2.9784 4.2505 -0.6042 -0.05 -0.02 0.05
H -3.0249 3.2981 -2.0700 -0.08 -0.08 -0.04
H -2.4584 0.2866 1.4660 -0.29 -0.01 0.03
H -4.4575 -0.7606 2.4896 -0.01 -0.05 0.08
H -6.7090 0.0317 1.8621 -0.16 -0.07 0.01
H -6.9757 1.8086 0.1705 -0.09 0.04 -0.04
H -5.0140 2.8232 -0.8831 -0.07 0.10 -0.08
C 2.3374 -3.6453 -1.7857 0.28 0.04 -0.09
N 1.0723 -3.1590 -1.2495 -0.22 -0.30 1.09
C -0.0915 -3.6468 -1.9840 -0.20 -0.04 -0.13
P 0.8350 -2.4577 0.2231 0.35 0.51 -0.32
O 0.4302 -0.9708 0.0508 -0.01 0.36 0.44
N -0.4195 -3.2036 1.0007 0.67 0.60 -0.51
C -1.5998 -2.5156 1.4823 -0.13 0.31 -0.06
C -0.3603 -4.6228 1.3250 0.01 -0.24 0.04
N 2.3193 -2.4515 0.9873 -0.93 0.04 -0.39
C 2.6266 -1.3863 1.9330 -0.12 0.55 -0.05
C 2.9121 -3.7308 1.3838 0.15 -0.19 -0.02
H 2.4427 -3.3222 -2.8233 0.01 0.00 0.00
H 2.3657 -4.7392 -1.7737 0.02 0.08 0.03
H 3.1733 -3.2545 -1.2121 0.01 -0.01 -0.06
H 0.0398 -4.6972 -2.2480 -0.01 0.00 0.03
H -0.2291 -3.0793 -2.9073 0.03 -0.01 -0.02
H -0.9885 -3.5541 -1.3760 -0.07 0.00 -0.07
H -1.6229 -1.5138 1.0471 -0.09 -0.22 0.19
H -1.6140 -2.4566 2.5748 -0.02 0.04 -0.01
H -2.4985 -3.0518 1.1672 0.04 -0.01 -0.04
H 0.3699 -5.1249 0.6948 0.01 -0.10 -0.01
H -1.3373 -5.0754 1.1480 0.05 -0.01 -0.07
H -0.0989 -4.7803 2.3729 0.03 -0.03 -0.01
H 2.1783 -0.4274 1.5990 0.40 -0.57 0.34
H 3.7107 -1.2670 1.9806 -0.03 0.07 0.00
H 2.2786 -1.6116 2.9457 -0.06 0.00 -0.02
H 2.5650 -4.5253 0.7300 0.07 -0.09 -0.01
H 2.6603 -3.9908 2.4138 -0.05 0.01 0.02
H 3.9982 -3.6666 1.3026 -0.02 -0.02 -0.01
```
Forces are in eV/Å.

As for the spin multiplicity: 1. Its orbital gap (alpha / beta) is 5.87 / 5.87 eV. Its charge is +3.

Löwdin population analysis, charges in e, atoms 1 to 8: number 1, W, carries 1.652; number 2, O, carries 0.005; number 3, C, carries -0.620; number 4, N, carries -0.060; number 5, C, carries -0.109; number 6, C, carries -0.232; number 7, C, carries 0.029; number 8, C, carries 0.014

---

Here is a structure of composition C26H41Cl2N2OSiSn from OMol25. Energies are from ωB97M-V/def2-TZVPD.

```
74
Properties=species:S:1:pos:R:3:forces:R:3
Sn -0.4981 0.8020 -0.9944 0.07 -0.01 -0.07
C 3.4904 3.0191 -1.3683 -0.01 -0.03 -0.04
C 3.5911 1.6237 -1.9200 -0.02 0.04 0.07
C 4.3731 1.3909 -3.0731 0.02 -0.03 -0.04
C 4.5339 0.1455 -3.6896 0.02 0.11 -0.03
C 3.9190 -0.9396 -3.1397 -0.09 -0.09 0.11
C 3.1481 -0.7921 -1.9333 0.07 0.17 -0.06
C 2.7224 -1.9007 -1.2812 0.31 -0.24 0.03
C 2.9685 0.5319 -1.3583 0.00 -0.17 -0.05
N 2.0121 0.6336 -0.3348 -0.02 0.09 0.08
C 2.2640 0.9306 0.8797 0.14 -0.02 -0.05
C 3.6226 1.1690 1.4433 -0.04 0.01 0.02
C 1.0587 1.0044 1.8051 0.00 0.13 0.08
C 1.3242 1.0964 3.2669 0.01 0.01 -0.01
N -0.1103 0.9925 1.2785 -0.05 -0.26 -0.02
C -1.2787 0.9867 2.1467 -0.08 0.12 -0.04
C -1.6645 -0.2004 2.7726 0.02 -0.06 -0.10
C -0.9549 -1.5156 2.5690 0.01 0.04 0.04
C -2.7943 -0.1548 3.5845 -0.03 0.01 0.03
C -3.4991 1.0235 3.7672 0.01 -0.01 -0.01
C -3.0845 2.1875 3.1364 -0.01 0.00 0.03
C -1.9676 2.1912 2.3109 0.08 0.04 0.02
C -1.5125 3.4638 1.6453 -0.02 -0.04 0.03
H 3.4607 3.7514 -2.1737 0.00 -0.01 0.00
H 4.3666 3.2493 -0.7581 0.00 0.00 0.01
H 2.6032 3.1595 -0.7520 0.00 0.01 0.00
H 4.8723 2.2479 -3.5145 0.00 -0.01 0.00
H 5.1401 0.0567 -4.5803 0.00 0.00 0.01
H 4.0337 -1.9301 -3.5635 0.00 0.01 0.00
H 2.8536 -2.8881 -1.7118 0.06 0.02 0.00
H 0.4587 -2.1500 -1.6144 -0.21 0.14 -0.06
H 2.3161 -1.8659 -0.2786 -0.16 0.05 -0.07
H 4.4026 0.9988 0.7061 -0.01 0.00 -0.02
H 3.8037 0.5254 2.3058 -0.01 0.00 0.00
H 3.6959 2.1986 1.8056 0.00 0.00 0.00
H 1.9790 1.9466 3.4723 0.01 -0.01 0.00
H 1.8573 0.2035 3.6066 -0.01 0.00 0.00
H 0.4108 1.1997 3.8428 0.00 0.01 -0.01
H -1.4290 -2.0937 1.7716 0.00 0.02 0.03
H -1.0180 -2.1210 3.4718 0.00 0.00 0.00
H 0.1024 -1.4102 2.3223 0.00 0.00 0.00
H -3.1136 -1.0571 4.0913 0.01 0.00 0.00
H -4.3640 1.0398 4.4166 0.00 0.00 0.00
H -3.6223 3.1126 3.3029 0.00 0.00 0.00
H -1.9274 4.3281 2.1598 -0.02 0.00 -0.01
H -1.8594 3.5068 0.6084 0.02 0.00 -0.01
H -0.4269 3.5735 1.6442 0.00 0.01 0.01
C -3.8063 0.3278 0.0933 -0.01 -0.02 -0.07
O -2.7531 1.0194 -0.6556 -0.06 -0.06 0.12
H -4.5368 -0.0648 -0.6091 0.00 0.01 -0.01
H -4.2620 1.0206 0.7945 0.01 0.01 0.02
H -3.3313 -0.4820 0.6363 0.02 -0.01 0.00
H -3.1354 1.7734 -1.1340 0.04 0.03 0.00
Cl -0.2263 3.7240 -1.9171 -0.01 0.09 0.01
C -1.6039 4.8889 -1.9953 0.04 0.05 -0.05
Cl -3.1714 4.0977 -1.9222 0.01 -0.04 -0.01
H -1.5079 5.3913 -2.9507 -0.01 0.03 0.01
H -1.4900 5.5649 -1.1567 -0.03 0.00 0.01
C -2.1079 -4.2403 -2.9595 0.02 0.04 -0.03
Si -1.2161 -3.9959 -1.3527 -0.06 -0.14 0.02
C -2.3259 -4.2281 0.1220 -0.01 0.04 0.03
C 0.3301 -5.0291 -1.2247 0.02 0.00 0.00
C -0.5992 -2.1513 -1.3226 0.13 0.19 0.12
H -2.3482 -5.2960 -3.1018 -0.02 0.01 0.01
H -1.5068 -3.9268 -3.8158 0.00 -0.02 0.00
H -3.0471 -3.6838 -2.9845 0.00 -0.01 -0.01
H -2.7764 -5.2227 0.1109 0.00 0.01 -0.03
H -3.1457 -3.5045 0.1228 -0.01 -0.02 0.03
H -1.7788 -4.1402 1.0633 -0.01 -0.02 -0.01
H 0.0738 -6.0852 -1.1160 -0.01 0.01 -0.01
H 0.9379 -4.7647 -0.3546 0.00 0.01 -0.01
H 0.9409 -4.9473 -2.1281 0.01 0.01 0.02
H -0.6955 -1.7594 -0.2948 -0.02 -0.08 0.00
H -1.1702 -1.5571 -2.0419 -0.10 -0.13 -0.04
```
Forces are in eV/Å.

The energy relative to the best compared isomer or geometry (same formula, charge and spin) is 121.18 kJ/mol. As for the spin multiplicity: 1. Its orbital gap is 5.68 eV. Its charge is +3.

Löwdin population analysis, charges in e, atoms 1 to 8: number 1, Sn, carries 1.434; number 2, C, carries -0.010; number 3, C, carries -0.168; number 4, C, carries 0.103; number 5, C, carries 0.011; number 6, C, carries 0.065; number 7, C, carries -0.181; number 8, C, carries 0.228

---

Here is a cluster of 2 separate species, C7H14N2 in total in a non-equilibrium geometry from OMol25. Energies are from ωB97M-V/def2-TZVPD.

```
23
Properties=species:S:1:pos:R:3:forces:R:3
C -2.8757 -0.0176 -1.6772 2.09 0.60 1.45
C -1.5499 0.9256 -1.6306 -3.33 -2.59 2.41
H -3.8044 0.4964 -1.6716 -0.73 1.04 -0.19
H -2.8646 -0.6090 -2.5820 0.08 -0.83 0.27
H -2.8685 -0.5035 -0.6577 -0.01 -0.49 -1.49
H -1.6199 1.5583 -2.4371 0.84 1.38 -1.93
H -0.7478 0.2465 -1.3729 0.50 0.43 -1.05
H -1.7420 1.4565 -0.7111 0.24 0.83 0.27
C 1.7932 1.0627 0.5376 -2.28 0.48 -0.50
C 0.7182 1.9093 1.3786 4.48 0.86 1.49
C 1.3910 -0.3680 0.5373 -0.13 -2.35 -0.41
C 1.8709 -1.3766 1.3483 -1.80 0.10 -1.42
C 0.4457 -2.2373 -0.0873 1.11 0.13 1.96
N 0.5122 -0.9421 -0.3586 -0.61 -1.47 -0.55
N 1.2378 -2.5802 0.9769 1.19 3.57 -0.33
H 1.7866 1.5386 -0.4630 0.44 -0.82 0.32
H 2.7777 0.9797 0.9622 0.48 1.09 0.28
H 1.2745 1.9061 2.4176 -1.83 0.47 -1.57
H 2.7142 -1.2820 1.9197 1.62 -0.27 1.87
H 0.0459 -3.1816 -0.3874 -1.47 0.53 -1.69
H 1.1504 -3.4001 1.5192 0.20 -0.80 0.35
H -0.2195 1.4684 1.4356 -1.54 -1.13 0.13
H 0.5739 2.9499 1.0034 0.45 -0.76 0.34
```
Forces are in eV/Å.

As for the SMILES: CCc1c[nH]cn1.CC. The energy relative to the best compared isomer or geometry (same formula, charge and spin) is 195.81 kJ/mol. As for the spin multiplicity: 1. Its orbital gap is 9.53 eV.

Löwdin population analysis, charges in e, atoms 1 to 8: number 1, C, carries -0.144; number 2, C, carries -0.132; number 3, H, carries 0.025; number 4, H, carries 0.044; number 5, H, carries 0.070; number 6, H, carries 0.022; number 7, H, carries 0.003; number 8, H, carries 0.040